ORCA calculation (wB97M-V/def2-TZVPD) on a cluster of 11 separate species, C32H92N6O11 in total in a non-equilibrium geometry.

Element x y z (Å)
1 C 1.681 -2.365 -4.253
2 C 2.954 -2.800 -4.958
3 O 3.779 -3.459 -4.067
4 H 1.878 -2.013 -3.240
5 H 1.037 -3.241 -4.172
6 H 0.988 -1.711 -4.782
7 H 3.443 -1.865 -5.232
8 H 2.821 -3.375 -5.874
9 H 3.459 -4.343 -3.874
10 C -1.630 -1.001 -1.071
11 C -0.409 -0.186 -0.839
12 O -0.650 1.015 -1.546
13 H -2.608 -0.585 -0.832
14 H -1.483 -1.849 -0.402
15 H -1.706 -1.403 -2.081
16 H 0.506 -0.571 -1.289
17 H -0.182 0.210 0.151
18 H 0.227 1.394 -1.643
19 C -2.385 1.046 1.836
20 C -3.166 0.532 3.104
21 O -3.945 -0.519 2.612
22 H -1.571 0.345 1.654
23 H -1.926 2.035 1.823
24 H -3.080 0.994 0.998
25 H -3.847 1.256 3.551
26 H -2.529 0.218 3.930
27 H -3.633 -1.332 3.016
28 C 2.158 -3.402 -0.045
29 C 1.447 -4.558 -0.723
30 C 1.785 -5.968 -0.440
31 O 1.123 -6.928 -1.238
32 C 1.351 -6.901 -2.652
33 N 0.010 -4.300 -0.631
34 H 2.118 -3.378 1.044
35 H 1.833 -2.418 -0.384
36 H 3.178 -3.475 -0.421
37 H 1.696 -4.345 -1.763
38 H 1.350 -6.085 0.553
39 H 2.813 -6.331 -0.442
40 H 0.833 -6.047 -3.089
41 H 0.998 -7.763 -3.218
42 H 2.402 -6.913 -2.940
43 H -0.266 -4.345 0.340
44 H -0.342 -5.189 -0.956
45 C 0.135 5.115 -4.144
46 C 0.441 5.648 -2.666
47 C -0.456 5.078 -1.583
48 O -1.733 5.613 -1.594
49 C -2.656 4.818 -1.006
50 N 1.782 5.218 -2.403
51 H 0.741 5.563 -4.932
52 H -0.905 5.199 -4.460
53 H 0.301 4.039 -4.089
54 H 0.343 6.728 -2.560
55 H 0.149 5.351 -0.718
56 H -0.381 3.991 -1.585
57 H -2.860 3.901 -1.559
58 H -3.466 5.505 -0.763
59 H -2.273 4.397 -0.077
60 H 1.934 5.576 -1.471
61 H 1.980 4.229 -2.446
62 C 4.945 1.629 5.729
63 C 4.316 1.600 4.254
64 C 3.035 0.799 4.149
65 O 2.811 0.520 2.763
66 C 1.687 -0.458 2.603
67 N 4.077 2.950 3.874
68 H 5.027 0.605 6.094
69 H 4.367 2.259 6.405
70 H 5.918 2.111 5.819
71 H 5.006 1.087 3.585
72 H 2.204 1.427 4.470
73 H 2.992 -0.090 4.778
74 H 0.773 -0.162 3.117
75 H 1.873 -1.419 3.082
76 H 1.509 -0.688 1.553
77 H 3.506 3.450 4.540
78 H 3.635 2.830 2.974
79 C 1.500 5.373 4.649
80 C 0.344 5.127 3.666
81 C 0.662 3.944 2.679
82 O 1.700 4.068 1.735
83 C 1.796 3.069 0.823
84 N -0.880 4.908 4.453
85 H 2.390 5.664 4.092
86 H 1.942 4.465 5.059
87 H 1.355 6.127 5.422
88 H 0.215 6.107 3.207
89 H -0.262 3.766 2.128
90 H 0.846 3.099 3.341
91 H 0.874 2.795 0.311
92 H 2.283 2.122 1.056
93 H 2.445 3.434 0.026
94 H -1.002 5.637 5.142
95 H -1.728 5.050 3.922
96 C -0.332 -4.090 2.571
97 C -1.313 -3.586 3.645
98 C -0.708 -2.488 4.538
99 O 0.370 -2.836 5.351
100 C 0.226 -3.855 6.270
101 N -2.479 -3.047 2.924
102 H -0.061 -3.282 1.891
103 H -0.589 -5.033 2.090
104 H 0.646 -4.365 2.966
105 H -1.692 -4.436 4.211
106 H -1.419 -2.038 5.231
107 H -0.434 -1.656 3.889
108 H -0.719 -3.709 6.791
109 H 1.017 -3.818 7.019
110 H 0.131 -4.870 5.883
111 H -2.454 -3.295 1.946
112 H -3.358 -3.368 3.305
113 C -2.342 2.576 -4.564
114 C -2.964 1.434 -5.390
115 C -2.100 0.180 -5.115
116 O -2.654 -0.998 -5.728
117 C -2.004 -2.198 -5.353
118 N -4.283 1.176 -4.893
119 H -1.335 2.655 -4.975
120 H -2.352 2.339 -3.500
121 H -2.750 3.585 -4.631
122 H -3.049 1.446 -6.476
123 H -2.113 0.103 -4.027
124 H -1.058 0.421 -5.326
125 H -1.980 -2.238 -4.264
126 H -1.038 -2.353 -5.834
127 H -2.707 -3.020 -5.491
128 H -4.060 1.010 -3.922
129 H -4.591 0.278 -5.240
130 C 1.476 1.207 -3.650
131 O 1.815 1.951 -2.463
132 H 0.452 1.362 -3.991
133 H 2.042 1.371 -4.567
134 H 1.508 0.129 -3.496
135 H 2.498 1.417 -2.052
136 C -4.904 -3.522 -0.580
137 O -6.213 -3.915 -0.762
138 H -4.114 -4.021 -1.141
139 H -4.772 -2.467 -0.820
140 H -4.609 -3.612 0.465
141 H -6.376 -3.776 -1.698

## Properties
- Total charge: -1
- HOMO (spin up / spin down): 0.0154 / -0.2521 Ha
- Gap between HOMO and LUMO (spin up / spin down): 1.6402 / 8.8501 eV
- Spin multiplicity: 2
- LUMO (spin up / spin down): 2.06 / 1.99 eV
- Total energy: -66129.6558 eV
- F_max: 3.3 eV/A